Molecular formula: C3HO3
Method: DFT, ωB97M-V/def2-TZVPD

The HOMO energy is -3.960 eV. As for the net charge: -1. For the energy relative to the best compared isomer or geometry (same formula, charge and spin), the calculation gives 56.2 kJ/mol. The value obtained for the LUMO energy is 0.1520 Ha.

Element x y z (Å)
O  -1.36695  -0.55222  -1.96682
O  1.12153  1.48228  -0.09259
O  1.72336  -0.48634  0.77144
C  -0.56074  -0.11895  0.32474
C  1.00763  0.37430  0.37410
C  -1.16404  -0.30873  -0.79914
H  -0.76081  -0.39034  1.38828

Quick look at the Mulliken charges, all values in e: -0.56 -0.63 -0.60 -0.61 0.52 0.65 0.23